DFT (wB97M-V/def2-TZVPD) results for the molecule C25H29FN4O2.

Calculated values
* frontier orbital gap: 8.36 eV
* ΔE to the lowest compared entry with this formula, charge and spin: 41.7 kcal/mol
* E: -39168.7433 eV
* HOMO level: -7.7774 eV
* SMILES: CC(C)n1cc(CN2CCC(C(=O)Nc3ccc(Oc4ccccc4F)cc3)CC2)cn1

Geometry (Å):
C  -0.0090  -3.8924  2.9306
C  -0.9773  -4.1421  1.7755
C  -2.1689  -4.9930  2.2108
N  -1.4280  -2.8886  1.2160
C  -2.1302  -1.9102  1.8194
C  -2.3175  -0.9076  0.8879
C  -3.0190  0.4019  1.0285
N  -2.1505  1.4342  1.5920
C  -1.9510  1.2942  3.0243
C  -0.7504  2.1368  3.4724
C  -0.6637  3.4689  2.7078
C  0.3782  3.4680  1.5838
O  1.1180  4.4171  1.4223
N  0.3782  2.3351  0.8422
C  1.2465  1.9665  -0.1833
C  1.1356  0.6699  -0.6845
C  1.9607  0.2289  -1.6983
C  2.9154  1.0875  -2.2323
O  3.8144  0.6925  -3.1983
C  3.4110  -0.1007  -4.2254
C  2.1164  -0.1291  -4.7360
C  1.8063  -0.9246  -5.8242
C  2.7774  -1.7013  -6.4309
C  4.0751  -1.6773  -5.9482
C  4.3782  -0.8858  -4.8599
F  5.6447  -0.8694  -4.3943
C  3.0443  2.3747  -1.7246
C  2.2194  2.8144  -0.7082
C  -2.0475  3.8496  2.1713
C  -2.6407  2.7708  1.2592
C  -1.6812  -1.3991  -0.2652
N  -1.1537  -2.5871  -0.0462
H  -0.5149  -3.4008  3.7586
H  0.8156  -3.2637  2.6031
H  0.3944  -4.8365  3.2856
H  -0.4496  -4.6416  0.9563
H  -2.7021  -4.5193  3.0318
H  -2.8581  -5.1298  1.3810
H  -1.8249  -5.9691  2.5412
H  -2.4613  -1.9944  2.8351
H  -3.9317  0.2810  1.6376
H  -3.3175  0.7363  0.0313
H  -2.8574  1.5888  3.5797
H  -1.7555  0.2431  3.2433
H  -0.8459  2.3332  4.5414
H  0.1722  1.5721  3.3263
H  -0.3387  4.2624  3.3878
H  -0.3825  1.6777  1.0444
H  0.4007  -0.0022  -0.2671
H  1.8715  -0.7833  -2.0651
H  1.3578  0.4868  -4.2765
H  0.7953  -0.9304  -6.2019
H  2.5308  -2.3207  -7.2788
H  4.8571  -2.2663  -6.4006
H  3.8023  3.0230  -2.1350
H  2.3232  3.8117  -0.3152
H  -1.9851  4.7910  1.6245
H  -2.7059  4.0095  3.0282
H  -3.7400  2.8145  1.3344
H  -2.3703  2.9652  0.2161
H  -1.6108  -0.9412  -1.2320

Cartesian forces, eV/Å:
-0.05 -0.03 -0.28
0.16 -0.53 0.36
0.18 0.09 -0.20
-0.16 0.40 -0.03
-0.10 0.22 -0.17
-0.10 -0.10 0.07
0.08 -0.11 0.07
-0.21 -0.05 0.11
0.12 -0.07 0.19
-0.14 -0.07 0.06
0.04 0.18 0.03
-0.28 -0.11 0.40
0.23 0.31 -0.09
-0.09 -0.19 0.01
0.36 0.02 -0.28
0.00 0.18 0.05
0.25 0.01 -0.15
-0.29 0.20 0.36
0.30 -0.01 -0.02
-0.06 -0.23 -0.38
0.17 0.15 0.13
-0.04 -0.05 -0.07
-0.02 0.00 -0.02
0.02 0.09 0.13
0.01 0.08 0.19
-0.22 0.05 -0.03
0.06 -0.45 -0.33
-0.10 0.11 0.13
0.06 -0.05 -0.04
-0.13 0.20 -0.11
-0.22 -0.03 0.37
0.41 -0.37 -0.65
-0.05 0.04 0.11
0.08 0.05 0.00
0.04 -0.09 0.07
-0.11 0.15 0.12
-0.07 0.03 0.11
-0.07 -0.03 -0.05
0.02 -0.10 0.07
-0.06 -0.04 0.23
0.03 0.13 -0.11
-0.08 0.00 0.09
-0.02 -0.06 -0.03
-0.06 0.07 0.03
0.04 0.00 0.01
-0.02 -0.02 0.06
0.04 -0.12 -0.18
0.06 0.13 -0.04
-0.03 -0.06 0.07
-0.01 -0.07 -0.02
-0.03 0.03 0.03
-0.09 0.00 -0.03
-0.02 -0.06 -0.08
0.11 -0.04 -0.01
0.09 0.07 -0.05
0.00 0.02 0.01
-0.06 0.03 0.05
0.00 0.04 -0.02
0.07 -0.04 -0.05
-0.08 0.02 0.04
0.05 0.09 -0.24

---

DFT (wB97M-V/def2-TZVPD) results for the molecule C25H29FN4O4S at a distorted geometry.

Calculated values
* frontier orbital gap: 8.21 eV
* ΔE to the lowest compared entry with this formula, charge and spin: 0.0 kcal/mol
* E: -54099.9471 eV
* HOMO level: -7.9966 eV
* SMILES: CC[C@@H](C)NC(=O)Cn1cc(S(=O)(=O)N2CCN(c3ccccc3F)CC2)c2ccccc2c1=O

Geometry (Å):
C  -6.4641  -1.5121  1.7633
C  -5.2278  -0.8249  1.1976
C  -5.3509  -0.5014  -0.2975
C  -6.4106  0.5563  -0.5861
N  -4.0703  -0.0298  -0.7911
C  -3.2630  -0.7592  -1.5685
O  -3.5189  -1.8527  -2.0234
C  -1.9177  -0.0555  -1.8572
N  -1.0670  -0.0488  -0.6829
C  -0.1598  -1.0390  -0.4971
C  0.6868  -1.0750  0.5548
S  1.8430  -2.4537  0.5457
O  1.2437  -3.4978  -0.2303
O  2.2695  -2.7374  1.8814
N  3.1930  -1.9723  -0.2938
C  4.0135  -0.9151  0.2611
C  4.1804  0.2079  -0.7746
N  2.9590  0.3784  -1.5199
C  2.0863  1.4284  -1.3730
C  1.1662  1.7348  -2.3881
C  0.2848  2.7921  -2.2845
C  0.2874  3.6109  -1.1693
C  1.1826  3.3412  -0.1509
C  2.0440  2.2695  -0.2520
F  2.8582  2.0434  0.8195
C  2.6534  -0.7468  -2.3762
C  3.1759  -2.0490  -1.7298
C  0.6165  -0.0666  1.5643
C  1.4156  -0.0430  2.7148
C  1.2850  0.9739  3.6323
C  0.3521  1.9925  3.4425
C  -0.4615  1.9739  2.3355
C  -0.3428  0.9533  1.3859
C  -1.2354  0.9742  0.2389
O  -2.1088  1.8151  0.0632
H  -7.3265  -0.8514  1.7412
H  -6.6963  -2.4060  1.1895
H  -6.2883  -1.8040  2.7958
H  -5.0326  0.0995  1.7470
H  -4.3641  -1.4811  1.3302
H  -5.5741  -1.4195  -0.8512
H  -7.3964  0.1939  -0.3121
H  -6.4162  0.7972  -1.6463
H  -6.1996  1.4633  -0.0232
H  -3.7293  0.8577  -0.4345
H  -1.4171  -0.5891  -2.6651
H  -2.1008  0.9834  -2.1433
H  -0.1520  -1.8384  -1.2229
H  3.5228  -0.5390  1.1585
H  4.9916  -1.3201  0.5464
H  4.9691  -0.0635  -1.4873
H  4.4784  1.1340  -0.2910
H  1.1646  1.1432  -3.2895
H  -0.4007  2.9869  -3.0956
H  -0.3974  4.4383  -1.0880
H  1.2162  3.9408  0.7448
H  3.1136  -0.6229  -3.3681
H  1.5718  -0.8115  -2.5032
H  2.5359  -2.8912  -1.9899
H  4.1928  -2.2681  -2.0700
H  2.1116  -0.8486  2.8834
H  1.9123  0.9814  4.5108
H  0.2655  2.7866  4.1685
H  -1.2038  2.7385  2.1630

Cartesian forces, eV/Å:
0.20 0.16 0.00
-0.17 -0.21 -0.22
-0.03 -0.08 0.13
0.10 -0.29 -0.05
-0.37 0.30 0.27
0.56 0.53 -0.15
-0.02 -0.50 -0.20
-0.51 -0.09 -0.30
0.06 0.15 0.27
0.33 -0.37 0.21
0.32 -0.86 -0.41
0.22 0.05 -0.26
-0.10 0.12 -0.26
-0.03 0.32 0.07
-0.77 -0.41 0.53
0.34 0.26 0.27
0.12 -0.09 0.14
0.06 -0.29 0.20
-0.09 0.37 0.02
0.06 -0.01 0.06
-0.08 0.07 -0.01
0.05 0.03 -0.01
0.14 -0.04 -0.13
0.02 0.16 0.01
-0.10 -0.08 -0.22
0.08 0.00 -0.13
-0.17 -0.09 -0.45
-0.24 0.50 0.26
0.04 0.07 0.22
0.03 -0.11 -0.12
-0.10 0.07 -0.06
-0.05 -0.05 -0.04
0.37 -0.23 0.42
-0.15 0.09 -0.17
0.00 0.14 0.08
-0.15 0.02 0.03
-0.08 -0.12 -0.04
-0.07 -0.06 0.09
0.10 0.05 0.01
0.05 0.06 0.00
0.02 0.11 0.09
-0.15 0.03 0.05
-0.03 0.04 -0.08
-0.01 0.15 0.08
0.12 -0.12 -0.14
-0.04 0.03 0.11
0.11 -0.14 0.00
-0.10 0.01 -0.13
0.16 0.15 0.00
-0.05 0.08 0.05
0.03 0.05 0.08
0.03 -0.11 -0.07
0.05 -0.08 -0.10
-0.07 0.01 -0.08
-0.09 0.09 0.02
0.02 0.03 0.12
-0.14 -0.09 -0.02
0.06 0.02 -0.06
0.18 0.05 -0.24
-0.09 -0.03 0.04
0.04 0.05 0.06
0.06 -0.02 0.08
-0.03 0.07 0.06
-0.05 0.06 0.00